1.
A structure of composition C21H42GaO7 in a non-equilibrium geometry. Source: the Open Molecules 2025 dataset; level of theory: ωB97M-V/def2-TZVPD.

Output
**Maximum force**: 3.336 eV/A
**Calculated total energy**: -3276.8772 Ha
**Net charge**: -1
**Kohn-Sham gap**: 6.9291 eV

Atoms and positions in Å:
H -0.94 2.24 -0.21
O 2.26 0.18 -3.39
H 4.94 -0.72 0.84
C -0.19 -2.71 2.33
H 0.86 3.17 -6.27
H -3.99 -1.32 1.86
H 3.36 1.85 -3.86
H 0.31 1.91 -4.22
C -0.09 1.69 0.19
C -1.19 -0.83 3.82
H -4.00 0.84 -2.34
C 1.32 1.86 -4.63
C 3.13 -0.86 -0.33
C 1.24 -2.50 -0.84
H 0.60 2.73 1.92
O -4.23 3.24 -0.99
C 3.28 -0.34 2.19
H 4.11 0.79 0.58
C 2.57 -2.27 -0.06
H 0.10 -3.74 2.58
H -3.23 1.75 4.74
H 0.95 -4.23 0.46
H 3.28 -2.99 -0.45
H 3.52 0.54 2.77
C 1.60 3.08 -5.47
H 1.87 1.91 0.05
H 2.39 -2.46 0.99
H 2.11 2.11 -2.62
H -4.81 -0.10 -0.32
H -5.42 0.29 1.27
H -0.27 -3.97 -0.83
H -1.24 2.72 3.25
H 0.44 1.00 2.14
H -2.28 -2.55 2.93
H -0.16 -0.53 3.65
H -2.59 0.51 -1.27
H -1.61 -3.33 0.86
C 1.89 -0.33 -4.59
H -0.21 0.64 -0.09
O -3.70 1.07 4.24
C -3.93 2.15 -0.68
C 0.34 -3.49 -0.07
C 2.34 1.60 -3.55
C -4.53 0.32 0.64
H 2.31 -0.20 -0.57
H -1.98 2.84 1.68
H 0.73 -1.54 -0.95
C -3.46 -0.49 1.38
O -4.16 1.72 0.55
H -2.66 1.92 -2.34
H 3.60 -1.21 2.77
H 1.57 3.98 -4.87
H -1.15 -2.94 4.19
C -1.29 -2.30 3.32
H -2.79 -0.95 0.65
O 1.09 2.21 -0.43
H -0.77 -1.78 0.47
Ga -2.49 0.49 2.90
H -1.36 -0.81 4.89
H 2.21 -0.45 2.06
C -0.67 -2.78 0.87
H 2.57 3.00 -5.96
H 0.68 -2.06 2.40
H 3.78 -0.91 -1.21
C -0.05 1.88 1.71
C -3.23 1.27 -1.70
O 1.42 0.65 -5.41
H 1.45 -2.89 -1.83
C -1.43 2.16 2.33
O 1.96 -1.48 -4.89
C 3.96 -0.26 0.82


2.
A structure of composition C6H6BrClFN in a non-equilibrium geometry. Source: the Open Molecules 2025 dataset; level of theory: ωB97M-V/def2-TZVPD.

Output
**Maximum force**: 4.624 eV/A
**Calculated total energy**: -3420.8576 Ha
**⟨S²⟩**: 2.026
**Spin multiplicity**: 3
**Kohn-Sham gap (spin up / spin down)**: 7.0977 / 6.5244 eV

Atoms and positions in Å:
N -1.21 -0.44 0.70
C -1.20 -0.43 -1.74
C -1.66 -0.81 -0.43
C 0.72 0.66 -0.68
H 1.63 -0.02 -0.74
H 1.71 0.34 2.07
C 1.06 -0.49 1.91
F -0.33 1.30 1.88
C -0.08 0.27 1.02
H 0.06 1.21 -2.69
C -0.22 0.53 -1.83
H -2.64 -1.29 -0.43
Cl 1.81 -1.82 1.02
H -1.90 -0.61 -2.43
H 0.65 -0.78 2.90
Br 1.60 2.35 -0.53


3.
A structure of composition C26H21F7N6O13S2V in a non-equilibrium geometry. Source: the Open Molecules 2025 dataset; level of theory: ωB97M-V/def2-TZVPD.

Output
**Maximum force**: 5.274 eV/A
**Relative energy (zero: lowest compared OMol25 entry of this formula, charge and spin)**: 8.3654 eV
**Calculated total energy**: -4748.9857 Ha
**⟨S²⟩**: 0.766
**Spin multiplicity**: 2
**Kohn-Sham gap (spin up / spin down)**: 4.8578 / 5.0550 eV

Atoms and positions in Å:
N 1.73 1.34 0.71
C -1.84 -0.25 -2.19
F -4.76 0.96 -0.46
F 5.33 3.82 -1.31
O -1.23 -1.43 -1.63
H -1.47 0.03 3.19
N -2.77 0.26 -1.20
O -3.68 -1.16 0.93
C 1.86 -0.09 2.68
H -2.08 -5.35 1.69
H -1.03 2.87 2.51
F -4.37 1.17 -2.56
H -3.20 -1.36 -3.53
O 2.73 -3.88 -2.22
O 3.78 -4.01 -0.01
C -4.12 0.39 -1.48
H -1.46 2.06 4.02
C 1.82 4.55 -1.08
C -0.37 -6.11 0.65
C 1.38 3.43 -0.39
C 0.39 -3.47 0.40
O -3.78 -0.93 -5.84
C -0.49 1.47 -3.51
C 4.03 3.70 -1.02
F 0.94 5.49 -1.44
F 4.50 1.61 -0.08
O 0.18 0.80 -1.36
O -2.66 0.64 -6.80
C 2.24 2.39 0.02
V 0.09 0.53 0.62
H -0.55 0.32 5.45
H 3.44 1.18 1.90
H 0.73 -0.86 5.13
H 1.45 -6.58 -0.41
N 2.15 -2.13 -0.45
H 1.02 1.65 4.42
H -0.48 3.52 4.05
H 1.79 -1.17 2.54
S -2.47 -0.71 0.34
C 0.62 1.81 3.41
N -2.95 -0.06 -5.85
F 0.07 3.29 -0.07
H -0.68 -7.13 0.74
C -2.49 -0.54 -3.51
C 1.18 -4.49 -0.12
C 3.16 4.71 -1.38
C -1.16 -5.10 1.19
C -1.28 1.26 -4.61
O -2.48 1.17 1.14
O -1.23 1.35 0.87
C -0.63 0.72 -2.30
C -0.47 -0.38 3.38
C -0.29 -0.58 4.89
N 0.54 2.47 -3.59
O -2.15 -2.05 -0.78
H -0.94 -1.38 5.23
C -2.24 0.21 -4.60
C 1.00 -2.15 0.15
S 2.64 -3.70 -0.81
N 0.52 0.50 2.74
H 3.51 5.59 -1.89
C 2.63 0.55 1.50
C 3.60 2.56 -0.35
C -0.79 -3.77 1.07
H -1.43 -2.98 1.46
F -4.79 -0.76 -1.74
H -0.42 -1.36 2.89
H 1.35 2.41 2.85
O 1.48 2.39 -2.83
O 0.47 -1.07 0.57
H 3.08 -0.24 0.88
C -0.68 2.60 3.50
H 2.41 0.09 3.62
C 0.82 -5.81 0.00
H -1.16 1.86 -5.51
O 0.42 3.33 -4.43


4.
A structure of composition C7H11N in a non-equilibrium geometry. Source: the Open Molecules 2025 dataset; level of theory: ωB97M-V/def2-TZVPD.

Output
**Maximum force**: 8.962 eV/A
**Relative energy (zero: lowest compared OMol25 entry of this formula, charge and spin)**: 19.2348 eV
**Calculated total energy**: -327.3811 Ha
**Kohn-Sham gap**: 6.9139 eV

Atoms and positions in Å:
H 1.11 1.27 1.18
H -0.17 -2.27 1.59
H -0.20 1.42 -2.12
N -0.63 -1.45 1.04
H -1.47 1.94 0.08
H 1.41 -0.47 1.29
C 0.65 0.24 1.03
H -0.83 -1.97 -1.13
C -0.73 0.01 -0.26
H -0.89 0.59 2.67
H 1.22 1.79 -1.16
H 1.87 -0.71 -0.90
H 0.80 -0.93 -2.31
H -1.88 -0.13 -0.03
C 0.35 1.07 -1.22
C -0.27 -1.34 -0.38
C -0.60 1.36 0.20
C -0.63 0.17 1.66
C 0.87 -0.59 -1.23


5.
A cluster of 2 separate species, C23H35Cl2F8N6O4S2 in total in a non-equilibrium geometry. Source: the Open Molecules 2025 dataset; level of theory: ωB97M-V/def2-TZVPD.

Output
**Maximum force**: 2.622 eV/A
**Calculated total energy**: -4042.2367 Ha
**Net charge**: +1
**Kohn-Sham gap**: 7.3560 eV

Atoms and positions in Å:
H -3.98 -0.81 0.45
C -5.12 1.81 -1.78
O -2.82 2.70 1.84
C -0.58 0.54 -1.83
F 3.06 -1.34 -3.53
C 1.80 -1.16 -3.25
N -5.50 -2.92 -1.87
F 0.41 4.47 2.18
O -1.75 4.05 0.17
H 3.47 -1.43 1.37
C -3.87 2.01 -0.86
H -5.54 -2.45 -3.93
F -1.32 4.19 3.40
Cl 0.46 -0.30 2.22
O 5.34 -1.90 2.55
H 1.15 1.98 1.19
N 2.74 0.79 -0.44
Cl -1.47 -2.02 0.15
C 0.65 1.78 0.25
H 0.99 -0.34 -0.17
H 0.11 3.22 -1.34
H -3.13 0.03 -1.22
H -1.49 0.85 2.45
H -7.25 2.04 -1.65
H -3.60 3.06 -0.96
H 3.94 -2.28 -0.08
H -2.82 1.20 -2.45
H 5.62 -0.13 -0.15
C 1.34 0.64 -0.51
H -3.98 -1.27 2.11
H 7.77 -3.24 4.47
N -5.85 -2.17 -0.77
H -5.18 2.65 -2.47
H 7.55 -1.55 3.99
H -4.99 0.92 -2.39
H 6.35 -2.33 5.01
H 0.88 3.97 0.02
H 4.98 -4.53 2.27
C -0.50 3.60 2.57
N 0.75 0.83 -1.91
S -6.83 0.22 -0.16
F 0.09 2.59 3.18
C -5.72 -2.18 -2.90
H 1.84 3.01 -1.10
C -6.26 -1.02 -1.22
F 1.09 -1.67 -4.24
H 5.02 0.87 -1.47
C 3.53 -0.23 -0.39
N -1.08 -0.42 -2.66
C -1.09 0.37 1.56
H 6.22 -5.03 3.43
N -1.37 1.22 -0.96
C 6.27 -2.92 2.94
C 0.88 3.07 -0.58
C -0.87 1.44 0.42
C -6.42 1.79 -0.98
C 3.25 -1.53 0.31
H -3.73 0.42 1.74
C -3.51 -0.59 1.40
H 4.72 -1.78 3.28
C 4.89 -0.09 -0.97
C -2.80 1.06 -1.37
S -1.60 3.02 1.15
O -6.22 -0.97 -2.57
H -4.20 1.81 0.15
F 2.61 1.06 -3.17
H 5.12 -0.95 -1.60
H 6.95 -3.03 2.10
C 1.46 0.38 -3.09
H -0.80 -1.38 -2.56
C -2.00 -0.85 1.39
F 0.75 0.75 -4.17
H 2.25 -1.93 0.14
H -1.74 -0.19 -3.38
H 4.80 -4.12 3.98
F 1.49 -1.84 -2.14
C 7.03 -2.49 4.17
H -6.39 2.58 -0.23
H -1.83 -1.40 2.32
C 5.53 -4.23 3.17


6.
A cluster of 15 separate species, C23H55Br2N17O29P in total in a non-equilibrium geometry. Source: the Open Molecules 2025 dataset; level of theory: ωB97M-V/def2-TZVPD.

Output
**Maximum force**: 1.969 eV/A
**Calculated total energy**: -9510.0431 Ha
**Net charge**: +1
**Kohn-Sham gap**: 7.6892 eV

Atoms and positions in Å:
O -6.31 -7.34 -0.53
H -4.65 -0.37 0.96
N -4.29 9.17 5.53
C 7.45 1.91 2.38
C 6.80 -8.74 0.21
O -4.24 8.88 6.71
O -8.20 -0.89 -0.47
N 6.96 1.87 0.98
O -12.40 2.15 1.50
N 8.67 0.04 5.29
N -12.69 2.20 0.33
H 10.17 -6.50 -0.57
O 7.87 0.27 6.16
C -4.14 -0.18 0.02
N -5.89 2.71 -1.13
C -1.63 -0.18 -0.08
C -0.42 0.46 0.06
H 8.32 -2.01 5.58
H 9.99 -1.57 5.13
H -7.66 -5.69 -2.00
C -1.52 2.46 0.66
O 3.04 0.15 -1.28
H 5.19 1.27 -3.06
O 7.34 -3.14 0.02
H 8.29 4.63 -0.68
O 10.11 -5.71 -3.04
H -8.20 2.92 -6.73
O -8.44 3.31 -0.63
H 4.67 -3.97 -1.07
O 5.76 1.89 0.80
P -6.98 4.02 -0.52
N 9.21 -5.69 -2.24
H 1.79 1.89 0.15
C -3.31 10.18 5.04
O -4.78 -6.51 -1.81
O -13.78 1.96 -0.15
C 4.10 -8.62 -3.50
H 7.48 -9.51 0.57
C -8.06 1.86 -6.94
H -11.99 2.58 -1.62
O 3.48 2.26 -1.39
C -5.76 1.52 -0.56
H 4.26 -9.11 -4.46
N -6.57 1.33 0.58
N 4.35 -9.61 -2.42
H -4.36 0.77 -1.75
H 5.84 1.21 -1.39
H -4.14 6.49 5.30
H -3.50 6.82 3.66
H -8.85 1.49 -7.58
H 6.10 -5.02 -0.83
C -8.38 -0.55 -2.75
C 9.18 5.03 -0.21
C -11.60 2.58 -0.61
Br -4.95 3.12 -2.68
H -6.95 -4.83 -0.60
C -6.75 -5.32 -1.55
H -3.48 11.09 5.60
C 1.01 2.47 0.64
H -6.95 0.39 0.52
H -1.64 -1.22 -0.40
N 8.78 5.59 1.11
H -2.32 9.78 5.23
C 9.58 -5.62 -0.80
N -8.09 -1.41 -1.57
O -7.29 1.44 -4.80
H 1.22 2.54 1.71
H -4.95 5.79 3.87
Br -6.47 4.40 1.61
O 6.15 -1.85 -1.23
O 4.68 -10.73 -2.75
H -7.69 0.29 -2.72
H -9.41 -0.21 -2.66
N -3.15 4.88 4.40
O -8.98 0.30 -5.50
H 8.03 1.01 2.56
N 3.77 1.09 -1.54
C -0.33 1.78 0.45
O -7.76 -2.55 -1.77
O -2.10 4.87 3.79
C 8.94 -1.38 4.95
O 6.58 -6.46 0.43
H -8.76 3.06 0.25
H -5.96 1.38 1.40
O -3.58 3.97 5.08
H -11.26 3.57 -0.32
H -3.47 10.33 3.98
N -8.12 1.14 -5.64
H 6.60 1.96 3.05
C -2.80 0.49 0.16
H 8.67 -5.60 -0.21
H 0.51 -0.08 -0.12
H 5.87 -4.16 -2.38
H 9.62 5.83 -0.80
O 8.27 4.82 1.90
H 6.81 -8.68 -0.87
H -8.24 -1.13 -3.65
O 8.98 6.77 1.31
H 8.69 -1.52 3.90
C 5.12 0.79 -2.08
H -3.63 2.41 0.72
H 5.79 -8.92 0.57
H 9.91 4.25 -0.02
O -5.07 8.70 4.73
N -5.00 0.51 -1.00
O 7.80 1.81 0.10
H 0.93 3.50 0.27
O 9.30 0.88 4.67
H 4.80 -7.80 -3.36
N 7.24 -7.43 0.74
H -7.09 1.67 -7.37
N 6.47 -2.94 -0.79
C -4.00 6.10 4.30
C -2.72 1.83 0.52
H -6.23 -4.65 -2.22
H -3.93 -1.17 -0.41
O 8.02 -5.71 -2.52
H 5.23 -0.28 -2.17
O 8.23 -7.40 1.44
N -5.87 -6.49 -1.27
H 3.07 -8.28 -3.40
C 5.72 -4.12 -1.31
H 10.15 -4.71 -0.65
H 8.08 2.80 2.48
H -1.50 3.51 0.94
O 4.22 -9.22 -1.28
H -10.81 1.84 -0.50


7.
An isolated molecule of C3HFN2O2. Source: the Open Molecules 2025 dataset; level of theory: ωB97M-V/def2-TZVPD.

Output
**Maximum force**: 0.929 eV/A
**Relative energy (zero: lowest compared OMol25 entry of this formula, charge and spin)**: 1.5868 eV
**Calculated total energy**: -474.6938 Ha
**Kohn-Sham gap**: 9.9053 eV

Atoms and positions in Å:
C 0.00 0.24 1.12
N 1.21 -1.46 0.18
O 0.70 -1.09 -1.05
C -0.54 0.68 -0.03
N 0.88 -0.84 1.20
C -0.19 -0.02 -1.25
H -1.26 1.51 -0.10
O -0.56 0.20 -2.36
F -0.24 0.78 2.28


> Which of these has the lowest maximum force?

C3HFN2O2